Entry 1:
A cluster of 2 separate species, C2H7N in total, computed with ωB97M-V/def2-TZVPD.

Values from the calculation:
Gap between HOMO and LUMO ... 10.50 eV
SMILES ... C=N.C

Structure (XYZ):
```
10
Properties=species:S:1:pos:R:3:forces:R:3:nbo_charge:R:1
N 0.3751 -2.4319 -0.7809 0.7 -3.1 3.1 -0.62
C -0.0415 3.7611 0.3025 -3.6 5.5 3.2 -0.84
C -0.2240 -2.3752 0.3640 1.6 -1.9 -3.6 -0.07
H -1.1656 3.8971 0.2602 1.1 0.7 -1.3 0.21
H -0.1847 -3.3278 0.9777 -0.3 1.6 -0.4 0.18
H 0.4955 4.7422 0.4752 -1.0 -0.9 0.1 0.21
H -0.1690 3.2619 1.1820 1.3 -2.1 2.4 0.22
H 0.4622 -1.6922 -1.4077 -0.8 2.0 -0.7 0.34
H 0.3796 3.3767 -0.4762 2.1 -3.1 -4.5 0.20
H -0.8503 -1.5498 0.4564 -1.2 1.4 1.6 0.16
```
Forces are in eV/Å.

Entry 2:
A cluster of 2 separate species, C2H7N in total, computed with ωB97M-V/def2-TZVPD.

Values from the calculation:
Gap between HOMO and LUMO ... 10.81 eV
SMILES ... C=C.N

Structure (XYZ):
```
10
Properties=species:S:1:pos:R:3:forces:R:3:nbo_charge:R:1
N -1.8580 -1.7328 1.9229 -0.9 0.3 -0.7 -1.09
C 1.4406 0.6119 -0.9339 -0.3 1.4 0.7 -0.39
C 0.6973 1.5798 -1.4659 0.7 -0.7 -1.9 -0.39
H -1.8114 -1.2323 1.0473 0.0 0.1 0.0 0.36
H -1.5046 -2.6618 1.7684 0.4 0.1 0.5 0.37
H 0.5851 2.5847 -1.1011 -0.4 -0.1 0.8 0.20
H 0.3748 1.4630 -2.5073 0.0 0.1 0.3 0.18
H 1.7215 0.7961 0.1010 0.5 -0.5 -0.1 0.19
H 1.8148 -0.2423 -1.4831 -0.4 -0.2 0.2 0.20
H -1.4600 -1.1663 2.6518 0.4 -0.5 0.1 0.37
```
Forces are in eV/Å.

Entry 3:
A cluster of 2 separate species, C2H7N2 in total, computed with ωB97M-V/def2-TZVPD.

Values from the calculation:
Gap between HOMO and LUMO ... 4.32 eV
Net charge ... +1

Structure (XYZ):
```
11
Properties=species:S:1:pos:R:3:forces:R:3:nbo_charge:R:1
N -2.4248 -0.2091 0.4732 1.4 -0.2 0.1 -0.69
N 3.6533 -0.1574 0.3027 0.3 -0.6 0.1 -1.06
C -0.3198 0.1057 -0.6279 -1.1 0.9 -2.0 0.29
C -1.6665 0.2969 -0.5131 -0.4 -0.9 1.6 -0.02
H 4.0081 -0.5717 1.1571 0.3 0.1 -0.1 0.37
H -2.2090 0.8852 -1.2586 0.7 0.9 0.0 0.33
H 0.0889 -0.4321 -1.4863 0.6 -0.6 0.4 0.23
H 3.8115 0.8380 0.3347 -0.2 0.1 0.1 0.37
H -2.9384 0.4220 1.0790 -0.8 0.0 -0.6 0.45
H 2.6738 -0.3846 0.3071 -0.3 0.3 -0.1 0.33
H -1.8863 -0.8639 1.0248 -0.4 -0.2 0.5 0.40
```
Forces are in eV/Å.

Entry 4:
A cluster of 2 separate species, C2H7N2O in total, computed with ωB97M-V/def2-TZVPD.

Values from the calculation:
Gap between HOMO and LUMO ... 6.42 eV
Net charge ... -1

Structure (XYZ):
```
12
Properties=species:S:1:pos:R:3:forces:R:3:nbo_charge:R:1
O 1.3066 1.2651 0.3207 -0.6 0.0 0.0 -0.83
N -1.8098 -0.6438 1.0166 0.0 -2.8 -1.5 -0.93
N -1.6711 -0.3661 -1.2400 -1.4 -0.8 0.6 -0.95
C -1.1230 -0.1217 -0.0960 -0.3 2.4 0.8 0.06
C 2.0784 0.2238 -0.1735 1.1 -0.4 0.6 -0.24
H -1.5451 0.3780 -1.9009 1.3 -0.2 -0.5 0.33
H -2.5988 -1.2308 0.7210 -0.1 0.3 0.1 0.31
H 1.5643 -0.6171 -0.6481 -0.6 0.3 0.0 0.17
H 2.6476 -0.2214 0.6651 0.1 -0.1 -0.2 0.12
H -2.0331 -0.1089 1.8063 0.4 1.0 0.8 0.36
H 2.8278 0.5717 -0.8973 -0.1 0.2 0.0 0.14
H 0.3560 0.8713 0.4260 0.1 0.1 -0.7 0.45
```
Forces are in eV/Å.

Entry 5:
The ion C2H7N2O with charge +1, computed with ωB97M-V/def2-TZVPD.

Values from the calculation:
Gap between HOMO and LUMO ... 11.58 eV
SMILES ... NC(=O)C[NH3+]
Net charge ... +1

Structure (XYZ):
```
12
Properties=species:S:1:pos:R:3:forces:R:3:nbo_charge:R:1
O 0.6995 -1.0821 -0.4053 0.9 -0.6 -1.0 -0.60
N -0.1510 0.9732 -1.4526 -1.2 1.6 -0.1 -0.67
N 0.2224 -0.6714 1.7402 -0.1 0.2 -0.2 -0.77
C -0.6743 0.7645 -0.0758 -1.0 0.0 0.3 -0.34
C 0.1385 -0.4252 0.4342 -0.1 0.4 1.2 0.65
H -0.3430 -0.2166 2.4282 0.0 0.2 0.2 0.42
H -0.7474 1.6624 0.5409 0.6 -0.1 -0.2 0.26
H 0.3308 1.8508 -1.6590 -0.1 0.0 0.3 0.45
H -1.7031 0.4218 -0.2033 0.0 0.0 0.1 0.25
H 0.8844 -1.3745 2.0232 -0.1 -0.2 0.1 0.44
H -0.9149 0.8639 -2.1129 0.1 0.1 -0.3 0.44
H 0.4736 0.1925 -1.5594 1.1 -1.4 -0.4 0.47
```
Forces are in eV/Å.

Entry 6:
A cluster of 2 separate species, C2H7N2O2 in total, computed with ωB97M-V/def2-TZVPD.

Values from the calculation:
Gap between HOMO and LUMO ... 8.44 eV
Net charge ... -1

Structure (XYZ):
```
13
Properties=species:S:1:pos:R:3:forces:R:3:nbo_charge:R:1
O -1.5903 -1.7687 0.6064 0.0 0.0 0.0 -0.80
O -2.8808 0.0791 0.5625 0.0 0.2 -0.1 -0.79
N 0.4127 0.7787 0.9077 0.2 0.1 0.1 -0.88
N 2.1633 0.1636 -0.6980 -0.3 -0.3 0.2 -0.84
C 0.7333 0.3284 -0.4398 -0.3 0.9 -0.6 -0.06
C -2.2572 -0.8706 0.0478 0.3 -0.3 0.3 0.61
H 0.5470 0.0147 1.5624 -0.2 -0.1 -0.1 0.35
H -0.5842 0.9838 0.9454 0.0 -0.1 0.1 0.39
H 2.5213 -0.4156 0.0561 0.2 0.0 -0.1 0.34
H 0.1919 -0.5612 -0.7579 0.2 -0.3 0.3 0.19
H 2.6186 1.0646 -0.6158 0.0 0.0 0.2 0.34
H 0.3729 1.1264 -1.1010 0.1 -0.1 -0.1 0.16
H -2.2485 -0.9232 -1.0757 -0.2 0.1 -0.1 -0.01
```
Forces are in eV/Å.

| no. | lowest unoccupied orbital energy (eV) |
| --- | --- |
| 1 | 0.87 |
| 2 | 1.07 |
| 3 | -8.55 |
| 4 | 4.48 |
| 5 | -3.68 |
| 6 | 4.24 |